Entry 1:
This record from the Open Molecules 2025 dataset describes a molecular structure, C26H43ClFeN3O4. The level of theory is the ωB97M-V functional and the def2-TZVPD basis.

Element x y z (Å)
1 O -1.01964 -0.97798 -1.24557
2 C -1.17312 -2.34884 -1.47906
3 C -2.24744 -2.94364 -0.59855
4 C -2.70670 -2.27129 0.52886
5 H -2.30371 -1.29150 0.73705
6 C -3.66701 -2.83694 1.35521
7 H -4.00313 -2.30377 2.23654
8 C -4.19693 -4.08511 1.05666
9 H -4.94597 -4.52991 1.69959
10 C -3.76192 -4.75620 -0.07922
11 H -4.17514 -5.72574 -0.32670
12 C -2.79438 -4.18839 -0.89553
13 H -2.45347 -4.71597 -1.77804
14 H -1.47791 -2.52134 -2.51729
15 C 1.10930 -2.72316 -2.45074
16 C 0.19281 -2.99937 -1.30327
17 H 1.87453 -3.48278 -2.58683
18 H 1.59303 -1.75610 -2.32509
19 H 0.53797 -2.65897 -3.38011
20 C 0.50687 -3.69543 -0.20850
21 C 1.80876 -4.34406 0.12034
22 H -0.26839 -3.83620 0.53701
23 H 1.73301 -5.42053 0.24635
24 H 2.22550 -3.93468 1.04396
25 H 2.55226 -4.15184 -0.65773
26 Fe 0.43317 -0.03723 -0.52431
27 Cl 1.86005 -1.82924 -0.17499
28 C 2.73606 1.01116 0.94393
29 O 1.95032 1.30338 0.02782
30 N 3.68153 1.84017 1.39438
31 C 4.15138 2.95512 0.59796
32 C 4.26121 1.66392 2.70810
33 H 2.69286 0.04227 1.43875
34 H 3.56038 3.01019 -0.30812
35 H 5.20204 2.82066 0.33919
36 H 4.04734 3.88617 1.15514
37 H 3.70976 0.90510 3.25405
38 H 4.22258 2.59622 3.27243
39 H 5.30283 1.35071 2.62972
40 H -4.90426 1.47636 -0.23455
41 H -3.33031 3.16595 1.21311
42 C -4.01445 0.85391 -0.15292
43 C -2.54771 2.42362 1.05731
44 N -2.82445 1.67701 -0.15738
45 H -3.99372 0.16015 -0.98887
46 C -1.92296 1.56974 -1.12333
47 O -0.69412 1.70037 -0.98593
48 H -1.57885 2.89987 0.97775
49 H -2.35705 1.37246 -2.11253
50 H -4.06288 0.28569 0.77619
51 H -2.52392 1.73677 1.89936
52 H 2.80528 1.49458 -5.14198
53 H 0.33272 1.94623 -6.21943
54 C 2.34584 0.51862 -4.98200
55 C 0.05073 0.99016 -5.77928
56 N 0.93736 0.66449 -4.68295
57 H 2.84555 0.02093 -4.15787
58 C 0.47031 0.42239 -3.45777
59 O 1.19969 0.22976 -2.47014
60 H -0.96396 1.05003 -5.40479
61 H -0.61431 0.38062 -3.37200
62 H 2.48212 -0.08885 -5.87545
63 H 0.10733 0.22207 -6.55207
64 C 0.95568 1.73354 4.58323
65 C 0.08413 2.18004 3.40526
66 C -1.25325 2.66638 4.00521
67 C 0.76278 3.40336 2.72918
68 C -0.01240 1.05385 2.37561
69 C -0.14163 0.21177 1.47802
70 H 1.10230 2.57557 5.29889
71 H 1.95033 1.43241 4.24127
72 H 0.49103 0.88424 5.12152
73 H -1.05855 3.42188 4.79924
74 H -1.88096 3.22393 3.29564
75 H -1.82057 1.82725 4.45483
76 H 1.76626 3.15708 2.34746
77 H 0.17819 3.78682 1.86961
78 H 0.88198 4.25005 3.43916

## Properties
* highest occupied orbital energy (spin up / spin down): -2.363 / -2.395 eV
* 2S+1: 5
* strongest force on any atom: 7.9 eV Å⁻¹
* <S²>: 6.02
* net charge: -1


Entry 2:
This record from the Open Molecules 2025 dataset describes a molecular structure, C26H43HgN2O5Si2. The level of theory is the ωB97M-V functional and the def2-TZVPD basis.

Element x y z (Å)
1 Hg -0.02099 -0.05020 0.53900
2 C 3.25347 0.10671 -1.51472
3 O 2.02621 0.81006 -1.38715
4 C 1.51450 1.24807 -2.64165
5 C 0.77291 0.21462 -3.46819
6 O -0.47817 -0.07898 -2.87698
7 C -1.24865 -0.98768 -3.64706
8 C -2.38515 -1.52648 -2.81959
9 O -1.85366 -2.25269 -1.73546
10 C -2.81688 -3.02038 -1.03126
11 H 4.02212 0.76037 -1.94091
12 H 3.15819 -0.78560 -2.13695
13 H 3.55617 -0.19697 -0.51439
14 H 2.33913 1.63842 -3.24901
15 H 0.82130 2.05708 -2.42142
16 H 1.36162 -0.70196 -3.58368
17 H 0.61476 0.63796 -4.46847
18 H -0.61981 -1.81401 -3.99828
19 H -1.66459 -0.48017 -4.52472
20 H -2.99859 -2.17652 -3.45208
21 H -3.00269 -0.69909 -2.46147
22 H -3.28660 -3.75697 -1.69051
23 H -3.59519 -2.39097 -0.59393
24 H -2.28713 -3.53696 -0.23348
25 O 2.66037 2.42065 8.24098
26 C 1.48718 2.28580 7.57703
27 O 0.49601 2.76669 8.04593
28 C 1.51071 1.52055 6.29812
29 C 0.29325 1.07792 5.78591
30 C 0.23638 0.36502 4.60709
31 C 1.39959 0.05478 3.88405
32 C 2.62239 0.50942 4.40072
33 C 2.66860 1.23020 5.58208
34 N 1.28379 -0.65418 2.70194
35 C 2.27475 -1.43539 2.30514
36 C 2.26975 -2.09629 1.05915
37 C 3.27763 -3.05618 0.77110
38 C 3.29115 -3.71147 -0.42318
39 C 2.28996 -3.42574 -1.37534
40 C 1.33689 -2.49383 -1.04769
41 N 1.30050 -1.82963 0.11533
42 H 3.35845 1.94040 7.78598
43 H -0.60790 1.29938 6.34479
44 H -0.71103 -0.00261 4.23091
45 H 3.53712 0.33803 3.84570
46 H 3.63636 1.59763 5.90788
47 H 3.09078 -1.67537 2.98511
48 H 4.02148 -3.26029 1.53340
49 H 4.05578 -4.44933 -0.63766
50 H 2.25527 -3.93252 -2.33049
51 H 0.54869 -2.25686 -1.73943
52 C -3.36388 3.65220 1.19676
53 Si -2.63458 2.11254 0.41948
54 C -2.62129 2.29324 -1.44263
55 C -3.77791 0.70267 0.91373
56 C -0.94867 1.76915 1.12137
57 Si 0.28840 3.17329 1.16468
58 C 2.06559 2.58205 1.36250
59 C 0.18561 4.23329 -0.37736
60 C -0.12163 4.23039 2.65092
61 H -4.38494 3.81687 0.83274
62 H -2.77962 4.55395 0.97516
63 H -3.40980 3.54314 2.28740
64 H -3.60577 2.04929 -1.86189
65 H -1.88450 1.62090 -1.88480
66 H -2.37563 3.31624 -1.74683
67 H -4.81921 1.04085 0.97744
68 H -3.49479 0.31153 1.89886
69 H -3.74472 -0.12634 0.20553
70 H -1.12142 1.51895 2.17536
71 H 2.17897 1.53426 1.07351
72 H 2.39127 2.67638 2.40431
73 H 2.75094 3.16772 0.73839
74 H 0.56606 3.69711 -1.25110
75 H 0.79293 5.13560 -0.24778
76 H -0.84234 4.54394 -0.59580
77 H -0.10938 3.62575 3.56430
78 H -1.11285 4.68988 2.56272
79 H 0.61154 5.03539 2.77345

## Properties
* highest occupied orbital energy (spin up / spin down): -5.763 / -8.112 eV
* 2S+1: 2
* strongest force on any atom: 0.8 eV Å⁻¹
* <S²>: 0.77
* net charge: 0


Entry 3:
This record from the Open Molecules 2025 dataset describes C26H43N5O6 in the gas phase. The level of theory is the ωB97M-V functional and the def2-TZVPD basis.

Element x y z (Å)
1 C 0.11094 3.64984 4.71242
2 H 0.48712 4.66950 4.76249
3 C 0.66902 2.93953 3.48419
4 C 0.26866 1.46737 3.40189
5 C -1.21112 1.26603 3.08589
6 C -1.63007 -0.19742 3.21930
7 N -0.92845 -1.08817 2.30357
8 C 0.02174 -1.92413 2.79081
9 O 0.30025 -1.96384 3.97473
10 C 0.69965 -2.85164 1.79215
11 H 1.08123 -3.69701 2.36547
12 H -0.01372 -3.21720 1.05061
13 C 1.84997 -2.15073 1.05894
14 C 1.55813 -1.97260 -0.41461
15 O 0.61979 -2.44729 -1.00145
16 O 2.51334 -1.23554 -0.98532
17 C 2.32393 -0.80551 -2.33230
18 H 1.53006 -1.40090 -2.79524
19 C 1.88290 0.66739 -2.38903
20 O 0.79316 0.93019 -2.88296
21 N 2.71034 1.60350 -1.91255
22 C 4.03264 1.30479 -1.37672
23 H 3.99203 0.29921 -0.95413
24 C 5.10555 1.32979 -2.47003
25 H 4.83482 0.67758 -3.29698
26 H 5.24693 2.33187 -2.86306
27 H 6.05026 0.98749 -2.05437
28 C 4.36569 2.26408 -0.22858
29 C 3.07978 2.61747 0.50539
30 C 2.21923 3.49656 -0.39713
31 C 2.20554 2.97226 -1.84757
32 C 2.94544 3.89990 -2.81163
33 H 2.39733 4.83538 -2.89487
34 H 3.95083 4.12694 -2.46811
35 H 2.99914 3.44766 -3.79928
36 H 1.17075 2.90233 -2.19548
37 H 1.20355 3.51892 -0.00417
38 H 2.60609 4.51726 -0.39354
39 H 3.29613 3.14187 1.43631
40 H 2.53198 1.70512 0.74355
41 H 5.07858 1.77983 0.43993
42 H 4.83288 3.17583 -0.60557
43 H 3.26534 -0.96447 -2.86321
44 H 2.77767 -2.71911 1.14454
45 H 2.03770 -1.15862 1.47303
46 C -1.32479 -1.02671 0.93911
47 C -2.39404 -1.78451 0.52101
48 N -3.05802 -2.58550 1.40844
49 H -3.56860 -3.37376 1.04848
50 H -2.56871 -2.74758 2.27549
51 N -2.84475 -1.71822 -0.76518
52 C -2.20272 -0.92395 -1.72159
53 O -2.57182 -0.90304 -2.87190
54 N -1.16531 -0.17858 -1.26111
55 C -0.61396 -0.19106 0.00995
56 O 0.39659 0.45020 0.25196
57 H -0.62869 0.32578 -1.98190
58 C -4.01156 -2.46110 -1.21107
59 C -5.32137 -1.90027 -0.64847
60 C -5.57778 -0.44482 -1.04342
61 C -5.78913 -0.25415 -2.54072
62 H -6.10006 0.76753 -2.74449
63 H -4.87047 -0.43972 -3.08990
64 H -6.56260 -0.92648 -2.90638
65 H -4.73930 0.17326 -0.71475
66 H -6.46691 -0.10301 -0.50788
67 H -5.31606 -1.96899 0.44132
68 H -6.13594 -2.52401 -1.02227
69 H -4.01291 -2.38129 -2.29961
70 H -3.90131 -3.51913 -0.95076
71 H -1.40489 -0.55163 4.22835
72 H -2.70533 -0.29167 3.03095
73 H -1.82922 1.84466 3.77403
74 H -1.41287 1.61579 2.07120
75 H 0.84846 0.99267 2.60935
76 H 0.51091 0.96938 4.34294
77 H 1.75912 2.99928 3.51430
78 H 0.33597 3.45324 2.57994
79 H -0.97484 3.69381 4.68483
80 H 0.41061 3.12900 5.61928

## Properties
* highest occupied orbital energy: -8.517 eV
* 2S+1: 1
* strongest force on any atom: 0.9 eV Å⁻¹
* net charge: 0


Entry 4:
This record from the Open Molecules 2025 dataset describes a molecular structure, C26H44BN2O8P2STa. The level of theory is the ωB97M-V functional and the def2-TZVPD basis.

Element x y z (Å)
1 Ta -0.61905 0.46264 1.01514
2 C -2.98266 -4.21283 1.08511
3 C -2.62829 -2.80212 1.58311
4 C -2.71600 -2.79609 3.11211
5 C -3.65269 -1.81013 1.01580
6 P -0.95744 -2.21015 0.95874
7 C -0.91010 -2.80917 -0.78727
8 N -0.23298 -1.78410 -1.53326
9 B 0.01836 -0.44700 -1.07306
10 N 0.57704 0.20840 -2.21790
11 C 0.86413 1.61241 -2.34199
12 P 0.69481 2.38047 -0.66464
13 C 2.49764 2.68148 -0.20669
14 C 2.63668 3.21478 1.22306
15 C 3.21011 3.66861 -1.13983
16 C 3.21621 1.32550 -0.32974
17 C -0.19845 3.98146 -1.09024
18 C 0.48642 4.79337 -2.20364
19 C -0.34659 4.86809 0.14835
20 C -1.58889 3.58724 -1.61898
21 C 0.65736 -0.67569 -3.28438
22 C 1.10775 -0.49922 -4.58344
23 C 1.05095 -1.58889 -5.44330
24 C 0.55022 -2.81870 -5.02126
25 C 0.08822 -3.00022 -3.72369
26 C 0.14839 -1.91829 -2.85961
27 C 0.49028 -3.12850 1.73056
28 C 0.24740 -4.64426 1.73212
29 C 0.79992 -2.69850 3.16757
30 C 1.72294 -2.81223 0.86593
31 H -4.02056 -4.40791 1.36653
32 H -2.37243 -4.98360 1.54686
33 H -2.92173 -4.32189 0.00196
34 H -3.74103 -3.05473 3.39012
35 H -2.48111 -1.82180 3.53570
36 H -2.05941 -3.54769 3.55438
37 H -4.65366 -2.16512 1.27362
38 H -3.60178 -1.72905 -0.07396
39 H -3.53794 -0.81712 1.44625
40 H -1.92392 -2.96757 -1.15924
41 H -0.38549 -3.76494 -0.85213
42 H 0.15824 2.08296 -3.02614
43 H 1.86576 1.78445 -2.74183
44 H 2.03431 4.10560 1.39646
45 H 3.68312 3.49122 1.38009
46 H 2.38368 2.47296 1.96769
47 H 2.94437 4.69860 -0.91019
48 H 3.02716 3.48566 -2.19925
49 H 4.28522 3.56795 -0.97007
50 H 2.70497 0.53456 0.21180
51 H 4.21471 1.42848 0.10315
52 H 3.33653 1.02151 -1.37212
53 H 1.35844 5.33395 -1.85043
54 H -0.23173 5.53527 -2.56163
55 H 0.77670 4.18794 -3.06427
56 H 0.61465 5.27069 0.46831
57 H -0.80857 4.33837 0.97927
58 H -0.98575 5.71668 -0.10901
59 H -1.53007 3.08182 -2.58455
60 H -2.16411 4.50379 -1.77019
61 H -2.15014 2.96047 -0.93134
62 H 1.48923 0.45637 -4.92119
63 H 1.39803 -1.47872 -6.46238
64 H 0.51667 -3.64636 -5.71762
65 H -0.30955 -3.95517 -3.40222
66 H -0.45432 -4.92788 2.51622
67 H 1.19767 -5.13897 1.94837
68 H -0.11563 -5.03347 0.78059
69 H -0.07084 -2.72016 3.81937
70 H 1.23873 -1.70527 3.20145
71 H 1.54420 -3.39273 3.56591
72 H 1.64304 -3.20028 -0.15043
73 H 2.59421 -3.27938 1.33192
74 H 1.91100 -1.73725 0.81587
75 O 1.99977 1.22206 3.93635
76 C 1.10544 0.76581 3.29575
77 O 1.14670 0.57096 1.96593
78 C -0.28144 0.33862 3.86254
79 O -0.59659 0.54012 4.99636
80 O -0.98451 -0.26229 2.93146
81 O -3.46030 1.40975 2.56189
82 S -2.70474 2.17392 1.62434
83 O -3.24095 3.39291 1.12167
84 O -2.37408 1.15249 0.39456
85 O -1.24185 2.30506 2.02274

## Properties
* highest occupied orbital energy: -8.661 eV
* 2S+1: 1
* strongest force on any atom: 0.9 eV Å⁻¹
* net charge: 0


Entry 5:
This record from the Open Molecules 2025 dataset describes a molecular structure, C26H44CdF3O17. The level of theory is the ωB97M-V functional and the def2-TZVPD basis.

Element x y z (Å)
1 Cd -4.28753 0.84186 3.17882
2 C -1.70442 -1.28656 0.06066
3 O -2.85178 -2.05528 0.48075
4 O -2.01289 0.01809 0.61247
5 C -0.25440 -1.95208 0.26453
6 F 0.17243 -1.93976 1.54830
7 F -0.09901 -3.24783 0.01230
8 F 0.63430 -1.34128 -0.49830
9 C -3.08115 -3.36720 -0.08985
10 C -4.43519 -3.93234 0.42551
11 H -4.64754 -4.86478 -0.09750
12 H -4.41060 -4.10771 1.50103
13 H -5.15948 -3.15570 0.17990
14 H -2.45896 -4.22132 0.17751
15 H -3.21360 -3.31705 -1.17061
16 H -1.81563 -1.20407 -1.02052
17 C -6.13631 1.90560 1.30832
18 O -5.65257 2.46505 2.53312
19 C -5.34522 3.92477 2.63534
20 C -5.21688 4.16814 4.13083
21 O -4.08934 3.27230 4.54441
22 C -4.02981 3.18602 5.92451
23 C -3.03686 1.99790 6.18678
24 O -3.22797 0.99920 5.18257
25 C -2.43776 -0.21988 5.55415
26 H -7.08650 2.35071 1.01313
27 H -6.45850 0.86956 1.41286
28 H -5.34229 2.06013 0.57774
29 H -6.33986 4.25784 2.33893
30 H -4.58471 4.33052 1.96818
31 H -6.10986 3.78240 4.62265
32 H -4.98309 5.18695 4.43980
33 H -4.89136 2.85617 6.50505
34 H -3.58084 4.11994 6.26261
35 H -3.12842 1.55854 7.18010
36 H -1.97182 2.22012 6.12027
37 H -2.49908 -0.92880 4.72845
38 H -2.74959 -0.64398 6.50862
39 H -1.35873 -0.07942 5.49036
40 C 3.00731 -8.27250 3.10284
41 C 2.01290 -8.66688 2.00155
42 C 2.14658 -10.14572 1.50305
43 O 1.19857 -10.79666 2.23331
44 C 0.23736 -9.94830 2.71651
45 O -0.86775 -10.20343 3.03563
46 O 0.79176 -8.77706 2.79633
47 H 2.69135 -7.40786 3.68650
48 H 3.86704 -7.91964 2.53323
49 H 3.40591 -9.08692 3.70776
50 H 1.91586 -8.03308 1.12008
51 H 3.11946 -10.56653 1.75704
52 H 2.10594 -10.31849 0.42761
53 C -0.27402 3.23156 -7.54319
54 C -1.64441 2.66648 -7.08262
55 C -2.31792 3.55784 -6.04293
56 O -3.36411 4.25434 -6.71905
57 C -3.51545 3.73183 -7.85993
58 O -4.48943 3.90401 -8.61664
59 O -2.60056 2.75526 -8.08960
60 H -0.19767 4.30197 -7.73426
61 H 0.01447 2.70995 -8.45576
62 H 0.44166 3.12264 -6.72831
63 H -1.38958 1.66933 -6.72364
64 H -1.65083 4.41072 -5.91770
65 H -2.52324 3.03081 -5.11116
66 C 1.10545 7.30408 0.38362
67 C 2.62789 7.25831 0.86108
68 C 3.20172 5.83316 0.61376
69 O 4.31113 6.11701 -0.08781
70 C 4.32529 7.37655 -0.50041
71 O 5.29506 7.92455 -1.04129
72 O 3.26190 7.99892 -0.10930
73 H 0.92708 6.38887 -0.18088
74 H 0.66559 8.26584 0.11971
75 H 0.54565 7.16418 1.30836
76 H 2.98723 7.63675 1.81803
77 H 2.47249 5.19968 0.10875
78 H 3.35608 5.25936 1.52755
79 C 8.22829 -1.49762 -2.01921
80 C 8.51256 -2.02452 -3.43605
81 C 7.90492 -3.36554 -3.87867
82 O 7.11081 -2.95499 -5.04456
83 C 7.05594 -1.68901 -5.16093
84 O 6.43042 -0.96417 -5.94634
85 O 7.78667 -1.09555 -4.24964
86 H 7.22232 -1.60992 -1.61484
87 H 8.29359 -0.42363 -2.19348
88 H 8.83055 -1.84202 -1.17851
89 H 9.58286 -2.03708 -3.64195
90 H 7.15479 -3.71240 -3.16797
91 H 8.56535 -4.22118 -4.01940

## Properties
* highest occupied orbital energy: -11.227 eV
* 2S+1: 1
* strongest force on any atom: 7.1 eV Å⁻¹
* net charge: +1